No. 1
The following is a DFT calculation (ωB97M-V/def2-TZVPD) of 11 unconnected molecules or ions with the total composition C25H43N12O3S.

Structure (ORCA input):
```
! wB97M-V def2-TZVPD RIJCOSX def2/J DEFGRID3
* xyz 1 1
O 1.48 0.32 -1.59
S 2.21 0.85 -2.74
O 2.14 -0.05 -3.92
C 1.69 2.52 -3.24
C 0.13 2.65 -3.34
C -0.55 1.49 -4.15
N -0.88 0.28 -3.35
O -1.80 -0.46 -4.11
C -1.48 0.56 -2.00
C -1.60 2.08 -1.67
N -0.39 2.87 -1.97
H 3.55 0.88 -2.37
H 2.21 2.87 -4.18
H 2.02 3.22 -2.43
H -0.06 3.59 -3.92
H 0.17 1.16 -4.94
H -1.46 1.84 -4.70
H -0.08 -0.37 -3.22
H -2.67 -0.02 -4.08
H -0.88 0.03 -1.23
H -2.52 0.14 -1.90
H -1.74 2.15 -0.53
H -2.52 2.57 -2.09
H -0.66 3.85 -1.95
C 3.94 0.10 1.13
C 4.23 1.27 0.27
N 4.46 2.19 -0.39
H 3.76 0.43 2.15
H 3.06 -0.42 0.76
H 4.79 -0.58 1.12
C 2.91 -3.90 -0.24
C 2.55 -2.58 -0.87
N 2.27 -1.56 -1.34
H 3.49 -4.49 -0.95
H 3.51 -3.73 0.65
H 2.02 -4.42 0.01
C 5.52 0.85 5.65
C 4.37 0.51 4.79
N 3.47 0.24 4.13
H 5.44 0.33 6.60
H 6.45 0.55 5.16
H 5.55 1.92 5.83
C 3.53 0.84 -7.15
C 2.58 1.87 -7.60
N 1.83 2.67 -7.96
H 4.51 1.29 -6.97
H 3.18 0.39 -6.22
H 3.64 0.06 -7.91
C -0.24 1.74 2.57
C -1.26 2.70 2.10
N -2.06 3.46 1.75
H 0.70 2.25 2.76
H -0.57 1.27 3.50
H -0.08 0.97 1.82
C -5.24 2.56 2.97
C -6.27 1.65 3.52
N -7.07 0.94 3.95
H -5.50 2.84 1.95
H -5.17 3.46 3.58
H -4.28 2.06 2.96
C -3.69 4.11 6.72
C -4.39 4.99 5.77
N -4.94 5.70 5.03
H -3.78 4.51 7.73
H -4.12 3.11 6.68
H -2.63 4.05 6.46
C 1.37 -3.11 -4.87
C 0.96 -4.51 -5.11
N 0.63 -5.60 -5.29
H 2.11 -2.81 -5.62
H 0.51 -2.45 -4.94
H 1.81 -3.02 -3.88
C -7.68 -2.31 3.74
C -8.71 -3.21 4.29
N -9.51 -3.92 4.72
H -7.94 -2.03 2.72
H -7.61 -1.41 4.34
H -6.71 -2.81 3.73
C 2.23 -7.73 2.51
C 2.54 -6.56 1.66
N 2.78 -5.65 1.00
H 2.04 -7.40 3.54
H 1.34 -8.24 2.13
H 3.07 -8.42 2.51
*
```

Values from the calculation:
Gap between HOMO and LUMO: 9.93 eV

In elementary charge units, the Mulliken charges are:
1. O -0.418
2. S 0.474
3. O -0.554
4. C -1.185
5. C 0.018
6. C -1.046
7. N 0.740
8. O -0.473
9. C -0.597
10. C -0.126
11. N -0.259
12. H 0.311
13. H 0.456
14. H 0.465
15. H 0.501
16. H 0.408
17. H 0.521
18. H 0.064
19. H 0.380
20. H 0.114
21. H 0.440
22. H -0.119
23. H 0.359
24. H 0.345
25. C 0.042
26. C 0.476
27. N -0.525
28. H -0.058
29. H -0.089
30. H 0.343
31. C -0.948
32. C 0.594
33. N -0.481
34. H 0.315
35. H 0.357
36. H 0.329
37. C -0.783
38. C 0.359
39. N -0.509
40. H 0.288
41. H 0.271
42. H 0.276
43. C -0.454
44. C 0.342
45. N -0.423
46. H 0.277
47. H -0.041
48. H 0.322
49. C -0.634
50. C 0.432
51. N -0.494
52. H 0.281
53. H 0.339
54. H 0.144
55. C -0.348
56. C 0.302
57. N -0.388
58. H 0.314
59. H -0.015
60. H 0.077
61. C -0.751
62. C 0.343
63. N -0.393
64. H 0.302
65. H 0.266
66. H 0.251
67. C -0.091
68. C 0.054
69. N -0.340
70. H 0.277
71. H 0.057
72. H 0.023
73. C -0.597
74. C 0.254
75. N -0.352
76. H 0.246
77. H 0.206
78. H 0.262
79. C -0.889
80. C 0.286
81. N -0.351
82. H 0.277
83. H 0.272
84. H 0.282

No. 2
The following is a DFT calculation (ωB97M-V/def2-TZVPD) of a molecular structure, C25H44AsN4O4PtSSi2.

Structure (ORCA input):
```
! wB97M-V def2-TZVPD RIJCOSX def2/J DEFGRID3
* xyz 1 1
Pt -0.07 -0.32 0.11
C 1.52 -3.55 4.03
C 0.99 -3.08 2.66
N 0.23 -1.84 2.82
C -0.90 -2.04 3.70
C -0.42 -2.47 5.11
N 1.08 -2.54 5.06
C 1.66 -1.19 4.72
C 1.09 -0.78 3.34
H 2.61 -3.59 4.07
H 1.12 -4.52 4.34
H 0.34 -3.83 2.22
H 1.81 -2.90 1.97
H -1.55 -2.81 3.27
H -1.47 -1.12 3.76
H -0.77 -3.45 5.41
H -0.68 -1.75 5.88
H 1.43 -2.82 5.97
H 2.75 -1.31 4.71
H 1.39 -0.51 5.52
H 1.89 -0.61 2.62
H 0.51 0.13 3.41
C 1.00 0.52 -6.29
C 1.26 -0.02 -4.91
C 2.01 0.71 -3.99
C 2.27 0.22 -2.72
C 1.75 -1.02 -2.36
C 1.01 -1.77 -3.26
C 0.77 -1.26 -4.53
S 2.06 -1.65 -0.74
O 3.31 -2.33 -0.69
O 0.85 -2.45 -0.40
O 2.01 -0.43 0.17
H 0.97 1.61 -6.29
H 0.06 0.14 -6.69
H 1.79 0.21 -6.98
H 2.41 1.68 -4.28
H 2.83 0.80 -2.01
H 0.63 -2.74 -2.97
H 0.18 -1.85 -5.23
C 1.17 4.84 1.32
Si 1.73 3.09 0.91
C 2.53 2.32 2.42
C 3.04 3.16 -0.43
As -0.33 2.02 0.52
Si -1.12 2.85 -1.56
C 0.10 3.95 -2.47
C -1.58 1.43 -2.70
C -2.64 3.87 -1.15
H 2.00 5.40 1.76
H 0.35 4.83 2.04
H 0.84 5.38 0.44
H 3.51 2.78 2.57
H 2.69 1.25 2.26
H 1.94 2.48 3.32
H 3.70 4.01 -0.25
H 2.62 3.27 -1.43
H 3.66 2.26 -0.41
H 0.95 3.38 -2.84
H 0.47 4.77 -1.85
H -0.40 4.40 -3.33
H -0.83 0.63 -2.66
H -1.63 1.79 -3.73
H -2.55 1.00 -2.45
H -2.37 4.71 -0.50
H -3.40 3.29 -0.64
H -3.08 4.29 -2.06
N -3.12 -4.32 -1.91
C -4.03 -3.69 -1.12
O -5.11 -4.17 -0.85
C -3.66 -2.33 -0.58
C -4.67 -1.57 0.00
C -4.36 -0.33 0.52
C -3.04 0.10 0.49
N -2.07 -0.64 -0.05
C -2.38 -1.83 -0.58
H -3.36 -5.22 -2.26
H -2.24 -3.92 -2.15
H -5.68 -1.97 0.02
H -5.11 0.30 0.97
H -2.74 1.05 0.91
H -1.53 -2.37 -0.99
*
```

Values from the calculation:
Energy relative to the best compared isomer or geometry (same formula, charge and spin): 0.0 kcal per mole
Gap between HOMO and LUMO: 6.87 eV

In elementary charge units, the Mulliken charges are:
1. Pt 1.558
2. C -0.875
3. C -0.328
4. N 0.158
5. C -0.583
6. C -0.740
7. N -0.052
8. C -1.066
9. C -0.287
10. H 0.384
11. H 0.280
12. H 0.590
13. H 0.141
14. H 0.503
15. H 0.438
16. H 0.328
17. H 0.344
18. H 0.289
19. H 0.376
20. H 0.310
21. H -0.018
22. H 0.701
23. C -1.692
24. C 0.944
25. C -0.690
26. C -0.353
27. C 0.211
28. C -0.626
29. C -0.795
30. S 1.015
31. O -0.723
32. O -0.692
33. O -0.911
34. H 0.378
35. H 0.393
36. H 0.360
37. H 0.398
38. H 0.366
39. H 0.586
40. H 0.386
41. C -1.192
42. Si 0.709
43. C -0.915
44. C -1.132
45. As -0.689
46. Si 0.521
47. C -0.907
48. C -0.491
49. C -1.111
50. H 0.407
51. H 0.322
52. H 0.274
53. H 0.490
54. H 0.011
55. H 0.284
56. H 0.431
57. H 0.235
58. H 0.361
59. H 0.027
60. H 0.248
61. H 0.407
62. H -0.260
63. H 0.443
64. H 0.294
65. H 0.300
66. H 0.289
67. H 0.348
68. N -0.256
69. C 0.486
70. O -0.628
71. C 0.341
72. C -0.347
73. C -1.137
74. C -0.212
75. N 0.442
76. C -0.349
77. H 0.231
78. H 0.149
79. H 0.508
80. H 0.486
81. H 0.586
82. H -0.012

Which value of gap between HOMO and LUMO does entry 1 give? 9.93 eV

Among the records above, which one has the lowest gap between HOMO and LUMO? C25H44AsN4O4PtSSi2

Among the records above, which one has the highest gap between HOMO and LUMO? C25H43N12O3S